Molecular formula: C8H11BO2S
Method: DFT, wB97M-V/def2-TZVPD

```
23
Properties=species:S:1:pos:R:3
B 1.44317 0.88102 0.30781
C -3.40727 0.66955 0.44597
C -3.17682 -0.40605 1.28280
C -2.52900 0.92799 -0.57736
C -2.13655 -1.24827 0.99317
C -1.43317 0.14885 -0.78024
C -1.20648 -0.96218 -0.08210
C 2.92273 -1.30498 -0.33895
C 1.56027 -0.49005 -0.44085
O 1.24810 2.02517 -0.33146
O 1.78773 0.78176 1.60030
S 0.40488 -1.70630 -0.04408
H -4.26274 1.28906 0.58152
H -3.90118 -0.55140 2.08094
H -2.88670 1.70854 -1.15146
H -1.94513 -1.98045 1.70812
H -0.61645 0.46234 -1.47728
H 2.73594 -2.23000 -0.72644
H 3.89031 -0.83109 -0.60984
H 3.00774 -1.37117 0.81717
H 1.26286 -0.18263 -1.95825
H 1.23352 2.95950 0.14832
H 1.81696 1.57992 2.22641
```

The relative energy (zero: lowest compared OMol25 entry of this formula, charge and spin) comes out at 1.831 eV. The HOMO energy comes out at -7.75 eV. The calculation puts the molar mass at 182.1 g/mol. Its HOMO-LUMO gap is 7.9 eV. The total energy is -24080.7376 eV.


Molecular formula: C5H6
Method: DFT, wB97M-V/def2-TZVPD

```
11
Properties=species:S:1:pos:R:3
C 1.63581 0.30228 -0.08384
C 1.67892 -0.11718 -1.29229
C 0.11737 0.42366 -0.45837
C -0.93293 -0.67207 -0.41051
C -0.58265 0.00213 0.84750
H 1.98715 0.59158 0.88925
H -0.22246 1.35584 -0.89859
H -1.88642 -0.41558 -0.86353
H -0.59726 -1.69071 -0.57227
H -1.21026 0.77133 1.27455
H 0.01272 -0.55127 1.56810
```

The relative energy (zero: lowest compared OMol25 entry of this formula, charge and spin) comes out at 4.155 eV. The HOMO energy comes out at -9.74 eV. The calculation puts the molar mass at 66.1 g/mol. Its HOMO-LUMO gap is 10.8 eV. The total energy is -5277.0439 eV.


Molecular formula: C5H10MgO4Y
Method: DFT, wB97M-V/def2-TZVPD

```
21
Properties=species:S:1:pos:R:3
O 3.84566 2.14729 0.89683
C 3.74737 3.43355 0.49002
C 2.36038 3.95177 0.46960
O 1.56020 3.20275 1.10909
C 0.16310 3.32435 1.49327
C -0.46785 2.07512 0.87832
O 0.34004 0.97880 1.12882
Y 2.37467 0.90510 1.15339
H 4.09841 3.62480 -0.55521
H 4.32702 4.17430 1.09176
H 2.13577 5.02650 0.47254
H 2.05591 -1.57986 -1.49878
H -0.23179 4.26950 1.10432
H 0.12407 3.30960 2.58768
H -0.55918 2.29115 -0.20244
H -1.47502 1.91899 1.30495
C 2.63104 -1.57032 -0.55573
O 2.04964 -0.85556 0.46974
Mg 0.02624 -1.04768 1.31607
H 2.66241 -2.63876 -0.27294
H 3.56821 -0.96570 -1.02006
```

The HOMO energy (alpha / beta) comes out at -10.43 / -9.97 eV. The calculation puts the molar mass at 247.3 g/mol. Its HOMO-LUMO gap (alpha / beta) is 6.3 / 5.3 eV. The net charge is +1. The total energy is -20017.3425 eV.


Molecular formula: C34H75NNbO16P2
Method: DFT, wB97M-V/def2-TZVPD

```
129
Properties=species:S:1:pos:R:3
C 0.95173 2.66632 3.50513
C -0.67194 2.37704 3.49561
P -1.61097 3.66156 2.37599
C -0.44571 5.17293 2.33331
Nb -1.93403 2.61311 0.08203
N -0.14963 3.58591 -0.75305
C -3.34332 4.19177 -0.69040
C -3.30057 5.67503 -0.05598
C -2.35336 6.79421 -0.74146
C -3.32079 8.03128 -1.31837
C -1.35614 6.37465 -1.93048
C 0.24466 6.70062 -1.56874
C 1.10947 5.91642 -2.75151
C 2.56814 5.63092 -2.70290
C 3.42708 5.15268 -1.38934
C 3.38680 5.78125 -4.14894
P -2.24280 1.29498 -2.13331
C -1.05523 -0.20518 -2.14040
O -3.87227 0.65888 -1.99837
H 1.52266 1.78879 4.06808
H 1.38183 2.75360 2.40070
H 1.21532 3.69984 4.03363
H -0.85368 1.30834 3.01073
H -1.08439 2.40561 4.59124
H -0.36911 5.58163 3.45193
H -0.91086 6.04604 1.70902
H 0.62312 4.93264 1.90859
H -0.84261 1.27286 0.60720
H -3.35908 1.67549 0.77385
H 0.64425 2.91356 -0.55448
H -0.29682 3.47189 -1.80067
H -4.45269 3.77813 -0.52562
H -3.23458 4.22990 -1.87904
H -4.41825 6.09404 -0.15855
H -3.10904 5.73412 1.12119
H -1.70846 7.30897 0.12095
H -2.71294 8.97612 -1.64189
H -4.05042 7.64295 -2.18038
H -4.02699 8.37536 -0.42281
H -1.39195 5.28467 -2.33291
H -1.58575 7.07910 -2.86712
H 0.47176 7.84772 -1.50233
H 0.42922 6.17149 -0.51539
H 0.52048 5.50712 -3.69954
H 2.94303 5.44454 -0.36220
H 4.50056 5.63560 -1.49267
H 3.58666 3.97503 -1.47619
H 2.61029 6.08523 -4.97454
H 4.25930 6.55363 -3.99981
H 3.82958 4.71933 -4.39219
H -0.25344 -0.08246 -2.99631
H -1.65875 -1.19422 -2.36500
H -0.47307 -0.38411 -1.14073
H -3.79429 -0.30617 -1.67561
C -4.03139 -1.87907 1.63106
C -2.74641 -1.95956 0.82554
O -1.62006 -2.20931 1.67614
C -1.48754 -3.48454 2.11894
O -2.23035 -4.41860 1.85240
O -0.40778 -3.53847 2.93560
C -0.21776 -4.80748 3.55678
H -3.93758 -1.14002 2.43335
H -4.87345 -1.60333 0.98991
H -4.26401 -2.83610 2.10807
H -2.56587 -0.99653 0.33674
H -2.80943 -2.71590 0.03469
H -0.18690 -5.61347 2.81637
H -1.01135 -4.98525 4.28934
H 0.74062 -4.78810 4.08321
C 5.86888 0.42295 -6.43331
C 6.09361 -0.58031 -5.31551
O 5.72611 -0.02712 -4.04529
C 4.39476 0.03801 -3.79409
O 3.50305 -0.33422 -4.54347
O 4.22108 0.61799 -2.58198
C 2.85532 0.84458 -2.24184
H 6.38729 1.36282 -6.21751
H 6.23083 0.02768 -7.38668
H 4.80755 0.66535 -6.54462
H 7.15965 -0.82356 -5.25773
H 5.55803 -1.51901 -5.49843
H 2.26643 -0.07499 -2.32171
H 2.43793 1.62814 -2.88203
H 2.81597 1.18835 -1.20441
C -1.89837 -7.15112 -0.04271
C -0.86818 -6.19106 -0.61152
O 0.37384 -6.85977 -0.86600
C 0.40659 -7.63946 -1.97543
O -0.51435 -7.80939 -2.76175
O 1.62645 -8.22502 -2.04482
C 1.75737 -9.15924 -3.11367
H -1.50408 -7.65862 0.84365
H -2.81426 -6.61909 0.22978
H -2.15822 -7.93137 -0.76469
H -0.66013 -5.40734 0.12430
H -1.23293 -5.69400 -1.51780
H 1.48682 -8.70759 -4.07368
H 1.14110 -10.04145 -2.91379
H 2.80380 -9.47289 -3.16466
C 0.12080 6.26026 7.37046
C 1.32788 6.43088 6.46472
O 1.47789 7.79723 6.05835
C 1.99063 8.63669 6.99228
O 2.33344 8.32837 8.12485
O 2.02677 9.88429 6.46509
C 2.44856 10.88725 7.38625
H -0.77964 6.65839 6.89154
H -0.03923 5.20457 7.60725
H 0.24688 6.80613 8.31051
H 1.18017 5.84417 5.55209
H 2.24613 6.06490 6.93838
H 3.40922 10.62979 7.84411
H 1.68142 11.03388 8.15307
H 2.57081 11.82437 6.83592
C -1.90002 -10.98796 -1.99006
C -1.55239 -11.56686 -0.62970
O -2.29196 -12.76841 -0.37699
C -1.85263 -13.87739 -1.02275
O -0.89487 -13.93548 -1.78078
O -2.67881 -14.90443 -0.70914
C -2.38941 -16.11161 -1.41006
H -2.98140 -10.84413 -2.08270
H -1.39903 -10.02762 -2.14147
H -1.59995 -11.66130 -2.79884
H -1.83525 -10.85185 0.14984
H -0.47589 -11.74626 -0.52762
H -1.34127 -16.40311 -1.28668
H -2.63616 -15.99428 -2.46995
H -3.01743 -16.90473 -0.99467
```

The HOMO energy comes out at -4.10 eV. The calculation puts the molar mass at 908.8 g/mol. Its HOMO-LUMO gap is 5.9 eV. The net charge is -1. The total energy is -90842.9533 eV.